Record 1
Here is a structure of composition C37H33AgFNP3Se2 from OMol25. Energies are from ωB97M-V/def2-TZVPD.

Last column: Löwdin charge in e.
Positions of all 78 atoms, in Å:
Ag -1.26 0.33 0.47  0.343
C 1.86 1.55 1.79  -0.156
N 1.99 1.47 0.31  -0.525
P 3.26 0.61 -0.43  1.027
C 4.67 1.23 0.57  -0.367
C 5.13 2.51 0.26  -0.118
C 6.18 3.09 0.97  -0.098
C 6.80 2.38 1.99  -0.104
C 6.36 1.10 2.30  -0.089
C 5.30 0.53 1.60  -0.093
C 3.08 -1.11 0.17  -0.378
C 1.97 -1.55 0.88  -0.084
C 1.83 -2.90 1.18  -0.069
C 2.81 -3.81 0.80  -0.097
C 3.93 -3.37 0.10  -0.106
C 4.06 -2.03 -0.22  -0.137
P 0.48 1.71 -0.47  0.936
C 0.27 3.52 -0.35  -0.351
C -1.01 4.03 -0.55  -0.091
C -1.23 5.40 -0.51  -0.086
C -0.17 6.27 -0.25  -0.100
C 1.10 5.76 -0.02  -0.090
C 1.32 4.39 -0.08  -0.108
C 0.89 1.50 -2.24  -0.383
C 1.61 2.45 -2.97  -0.103
C 1.92 2.21 -4.29  -0.092
C 1.51 1.03 -4.90  -0.093
C 0.78 0.10 -4.19  -0.076
C 0.46 0.33 -2.86  -0.105
H 2.70 1.04 2.26  0.073
H 0.94 1.08 2.14  0.033
H 1.88 2.60 2.10  0.073
H 4.66 3.06 -0.54  0.091
H 6.51 4.09 0.72  0.096
H 7.62 2.82 2.54  0.095
H 6.84 0.54 3.09  0.099
H 4.96 -0.47 1.85  0.102
H 1.18 -0.88 1.22  0.045
H 0.95 -3.22 1.71  0.107
H 2.69 -4.86 1.04  0.095
H 4.69 -4.08 -0.21  0.093
H 4.92 -1.70 -0.79  0.099
H -1.83 3.35 -0.73  0.090
H -2.23 5.79 -0.67  0.100
H -0.35 7.34 -0.20  0.095
H 1.92 6.43 0.20  0.098
H 2.31 3.99 0.10  0.086
H 1.93 3.37 -2.49  0.096
H 2.48 2.95 -4.86  0.097
H 1.76 0.85 -5.94  0.096
H 0.45 -0.82 -4.66  0.104
H -0.13 -0.39 -2.30  0.014
Se -3.93 0.47 0.26  0.172
P -3.65 -1.66 -0.03  0.053
Se -1.80 -2.25 -0.93  0.209
C -5.07 -2.32 -0.99  -0.421
C -4.92 -3.47 -1.75  -0.116
C -6.01 -4.01 -2.43  -0.092
C -7.25 -3.39 -2.35  -0.104
C -7.40 -2.23 -1.60  -0.093
C -6.31 -1.69 -0.93  -0.121
C -3.83 -2.51 1.58  -0.393
C -4.89 -3.36 1.86  -0.089
C -4.98 -3.98 3.11  -0.104
C -4.01 -3.75 4.07  -0.106
C -2.95 -2.89 3.78  -0.078
C -2.85 -2.27 2.55  -0.107
H -3.95 -3.94 -1.81  0.059
H -5.89 -4.91 -3.02  0.097
H -8.10 -3.80 -2.88  0.094
H -8.36 -1.74 -1.55  0.097
H -6.42 -0.78 -0.35  0.061
H -5.66 -3.55 1.12  0.094
H -5.81 -4.64 3.31  0.093
H -4.08 -4.23 5.03  0.092
H -2.18 -2.70 4.52  0.103
H -2.00 -1.61 2.37  0.047
F -0.45 -0.41 2.40  -0.631

## Properties
molar mass	869.4	u
multiplicity	1
E_LUMO	2.48	eV
DFT total energy	-7558.4531	a.u.
charge	-1
orbital gap	7.057	eV


Record 2
Here is a structure of composition C37H33AsO12SZn at a distorted geometry from OMol25. Energies are from ωB97M-V/def2-TZVPD.

Last column: Löwdin charge in e.
Positions of all 85 atoms, in Å:
Zn -0.15 0.72 0.67  0.698
O 3.62 0.74 2.16  -0.255
As 2.44 -0.53 2.41  0.856
O 3.21 -1.95 2.61  -0.492
O 1.31 -0.47 1.17  -0.473
C 1.56 -0.10 4.11  -0.206
C 1.74 -1.11 5.06  -0.103
C 1.18 -1.03 6.32  -0.100
C 0.42 0.08 6.66  -0.099
C 0.23 1.10 5.74  -0.073
C 0.79 1.01 4.47  -0.242
S 0.40 2.37 3.35  0.467
O 1.63 2.71 2.65  -0.334
O -0.14 3.42 4.18  -0.327
O -0.61 1.78 2.45  -0.337
H 3.14 1.59 2.18  0.003
H 2.35 -1.96 4.76  0.084
H 1.34 -1.83 7.03  0.091
H -0.02 0.16 7.65  0.092
H -0.35 1.97 5.99  0.102
C -4.09 0.57 -3.58  0.022
C -3.72 1.95 -3.04  -0.586
C -4.47 3.05 -3.75  0.010
O -3.98 2.08 -1.65  -0.016
C -2.79 1.74 -0.92  -0.131
C -1.69 1.69 -1.99  -0.142
O -2.34 2.16 -3.18  -0.018
C -0.44 2.59 -1.69  -0.439
O 0.28 2.08 -0.65  -0.201
C 0.46 2.55 -2.94  -0.100
C 0.99 1.32 -3.31  -0.014
C 1.84 1.19 -4.39  -0.092
C 2.22 2.31 -5.13  -0.126
C 1.72 3.55 -4.75  -0.105
C 0.86 3.67 -3.67  -0.024
C -0.91 4.02 -1.36  -0.126
C -0.61 4.53 -0.10  0.002
C -1.05 5.79 0.29  -0.075
C -1.80 6.57 -0.58  -0.120
C -2.09 6.08 -1.85  -0.102
C -1.66 4.82 -2.23  -0.059
C -2.92 0.45 -0.02  -0.422
O -1.71 -0.18 0.07  -0.242
C -3.44 0.85 1.37  -0.140
C -4.15 2.01 1.64  -0.033
C -4.58 2.29 2.94  -0.089
C -4.31 1.42 3.97  -0.109
C -3.61 0.24 3.71  -0.081
C -3.19 -0.04 2.42  -0.022
C -3.95 -0.55 -0.57  -0.123
C -3.51 -1.80 -1.00  -0.024
C -4.41 -2.74 -1.50  -0.091
C -5.76 -2.45 -1.55  -0.122
C -6.22 -1.22 -1.10  -0.105
C -5.32 -0.28 -0.61  -0.035
H -5.12 0.31 -3.34  0.084
H -3.44 -0.19 -3.16  0.084
H -3.95 0.57 -4.67  0.087
H -5.54 2.87 -3.70  0.085
H -4.17 3.09 -4.80  0.087
H -4.24 4.01 -3.28  0.076
H -2.59 2.57 -0.25  0.144
H -1.33 0.67 -2.12  0.145
H 0.75 0.45 -2.71  0.120
H 2.24 0.21 -4.65  0.093
H 2.89 2.22 -5.97  0.084
H 2.02 4.44 -5.30  0.088
H 0.50 4.65 -3.39  0.101
H -0.04 3.90 0.57  0.101
H -0.82 6.15 1.28  0.100
H -2.15 7.55 -0.28  0.084
H -2.67 6.68 -2.54  0.088
H -1.89 4.45 -3.22  0.106
H -4.38 2.71 0.85  0.113
H -5.11 3.22 3.13  0.092
H -4.62 1.65 4.98  0.087
H -3.37 -0.45 4.51  0.097
H -2.62 -0.93 2.21  0.104
H -2.45 -1.99 -0.95  0.108
H -4.04 -3.70 -1.83  0.092
H -6.46 -3.19 -1.93  0.084
H -7.27 -0.99 -1.12  0.091
H -5.68 0.67 -0.25  0.114
O -0.79 -2.48 1.52  -0.015
O -0.45 -3.33 0.77  0.005

## Properties
molar mass	842.0	u
multiplicity	1
E_LUMO (spin up / spin down)	4.33 / 4.34	eV
DFT total energy	-6745.9815	a.u.
charge	-2
orbital gap (spin up / spin down)	7.744 / 7.750	eV